DFT (ωB97M-V/def2-TZVPD) results for a 10-piece molecular cluster, C16H45N7O23S3 overall at a distorted geometry.

XYZ file:
```
94
Properties=species:S:1:pos:R:3:forces:R:3:mulliken_charge:R:1
S -31.00480 -7.81091 28.69545 -0.44 1.16 -0.47 1.098
S -28.98027 -11.94851 20.29035 0.30 -0.34 1.17 1.129
S -28.20072 -15.84742 11.74787 -0.69 -2.53 -0.65 1.107
O -29.75992 -16.01724 12.27294 1.14 0.13 -0.31 -0.327
O -29.79167 -19.78337 19.83005 0.97 0.04 0.37 -0.484
O -28.65508 -10.54208 20.50337 -0.70 -2.11 -0.67 -0.602
O -22.30269 -9.47504 26.57779 -0.18 -0.42 -1.00 -0.500
O -30.30789 -12.03326 19.36310 1.80 3.12 0.76 -0.236
O -34.87621 -16.27801 27.82431 1.61 1.33 -0.26 -0.491
O -33.41386 -7.73169 14.96097 -0.36 1.34 0.40 -0.492
O -17.98492 -12.99776 17.19254 -0.33 -1.21 -0.70 -0.498
O -29.68698 -8.14211 28.14220 -2.36 0.69 0.76 -0.576
O -22.16136 -10.26296 24.54089 -0.84 0.09 1.41 -0.508
O -27.24011 -2.90096 23.38329 1.24 -1.47 1.13 -0.512
O -32.17215 -7.62293 27.50526 1.42 -0.75 1.17 -0.303
O -40.79849 -16.16200 12.74096 1.06 0.53 0.28 -0.514
O -17.78844 -14.91927 16.12664 -0.20 1.36 0.66 -0.490
O -33.45879 -16.08330 26.20706 0.04 0.99 1.28 -0.492
O -31.66753 -8.67752 29.63896 0.83 0.81 -0.70 -0.570
O -27.74974 -19.56972 20.59608 -1.24 -1.04 -0.93 -0.502
O -29.12801 -12.83615 21.46895 0.25 1.72 -2.62 -0.610
O -26.39513 -3.92957 25.14405 -0.39 0.23 -1.43 -0.502
O -27.74793 -17.16171 11.18605 -0.98 3.39 1.41 -0.597
O -33.70330 -5.53422 15.06594 0.41 -2.30 0.58 -0.492
O -27.50273 -15.21364 12.85353 -0.92 -0.67 -1.73 -0.572
O -39.14415 -15.27864 11.65830 0.25 -0.46 -1.03 -0.501
N -18.41347 -14.05640 16.74504 -0.07 -0.42 -0.44 0.816
N -33.83350 -15.79949 27.34410 -0.72 -2.07 -0.37 0.785
N -39.78454 -15.47785 12.65656 -0.69 0.71 0.21 0.843
N -33.24329 -6.62399 15.45797 0.62 0.91 -0.71 0.783
N -28.64358 -20.17818 19.99837 -0.15 0.65 0.15 0.787
N -22.69103 -10.18156 25.65223 0.90 0.53 0.44 0.821
N -26.33628 -3.51084 23.98915 -1.37 1.62 1.08 0.818
C -28.38093 -21.52799 19.37443 1.22 0.77 0.39 -0.629
C -32.00682 -16.12548 11.33600 1.21 0.08 0.60 -1.012
C -31.74315 -7.03986 26.28590 0.49 1.41 -0.87 -0.058
C -28.49632 -14.67853 10.35410 0.55 -0.19 1.46 -0.833
C -19.83632 -14.41324 17.02779 -1.00 -0.38 1.33 -0.717
C -30.97734 -13.22406 19.29774 -1.10 -1.86 0.60 -0.128
C -32.81685 -7.10909 25.24319 -1.06 -0.92 -0.20 -1.320
C -30.68734 -16.87749 11.54274 0.14 -0.10 -0.31 -0.307
C -25.02112 -3.59990 23.30554 -1.43 0.52 0.08 -0.668
C -27.83366 -12.71229 19.08249 -0.31 -0.05 1.17 -0.926
C -23.88864 -11.01418 25.92705 -0.70 -0.18 -0.53 -0.675
C -39.27193 -14.71965 13.83285 -0.13 -0.22 1.31 -0.694
C -32.92720 -15.00053 28.24785 -0.42 1.09 0.31 -0.647
C -32.21568 -6.54911 16.56487 -0.40 0.31 0.10 -0.612
C -32.00884 -13.16110 18.20168 0.18 -0.52 -0.33 -1.255
C -31.06258 -6.00739 29.31595 0.63 -0.88 -0.32 -0.922
H -30.55876 -5.87916 30.27398 -0.31 -0.66 0.20 0.376
H -33.72282 -6.59967 25.57155 0.02 0.04 0.22 0.315
H -32.35906 -7.39305 17.23964 0.00 0.11 -0.21 0.262
H -30.82403 -17.78777 12.12656 0.01 0.12 0.14 0.308
H -27.95870 -12.31288 18.07605 0.02 0.27 0.34 0.317
H -40.10410 -14.34143 14.42661 -0.04 -0.18 -0.20 0.281
H -38.58890 -13.91109 13.57248 -0.32 -0.27 -0.55 0.307
H -30.26259 -14.00621 19.04189 -0.10 -0.36 0.02 0.275
H -31.36929 -13.42936 20.29390 -0.27 -0.32 -0.10 0.337
H -20.63893 -13.79195 16.63039 0.78 0.44 -0.62 0.281
H -31.22999 -6.58079 16.10064 -0.19 -0.16 -0.10 0.260
H -32.86658 -12.49825 18.31577 0.35 0.22 0.30 0.319
H -27.33688 -21.76614 19.57780 -0.23 -0.21 0.35 0.293
H -32.55767 -6.64555 24.29132 0.46 -0.03 0.16 0.377
H -31.44144 -12.91711 17.30355 -0.37 0.12 -0.27 0.294
H -38.71185 -15.42769 14.44365 -0.13 -0.10 -0.01 0.277
H -32.79399 -16.78705 10.97437 0.09 0.15 -0.03 0.354
H -27.49051 -14.44933 10.00207 -0.22 0.01 -0.32 0.362
H -23.75370 -11.90061 25.30727 -0.34 0.03 0.29 0.283
H -28.94171 -13.80562 10.83136 0.11 0.02 -0.07 0.311
H -30.21805 -17.18407 10.60793 -0.05 0.04 -0.08 0.374
H -19.96571 -14.30045 18.10419 0.27 0.01 0.08 0.289
H -32.25018 -15.71162 12.31457 -0.43 -0.04 -0.06 0.277
H -29.17940 -15.06981 9.60017 0.34 -0.32 0.16 0.293
H -31.61675 -5.96312 26.39887 0.48 0.19 0.58 0.238
H -32.57534 -14.08540 27.77158 -0.03 -0.39 -0.62 0.280
H -24.10133 -11.19197 26.98121 0.95 -0.10 -0.03 0.295
H -28.07144 -13.77594 19.09699 0.02 0.05 -0.04 0.343
H -25.20116 -4.49708 22.71330 1.10 -0.06 -0.05 0.282
H -30.78866 -7.44099 25.94510 -0.11 -0.29 0.10 0.369
H -30.48354 -5.33979 28.67789 -0.17 -0.40 -0.57 0.336
H -25.05862 -2.69775 22.69495 0.63 -0.32 -0.19 0.289
H -33.51153 -14.63382 29.09176 -0.11 -0.56 -0.02 0.297
H -32.40437 -14.16978 18.08244 -0.05 -0.04 -0.11 0.373
H -28.42226 -21.37313 18.29628 -0.68 -0.22 0.15 0.271
H -29.09656 -22.20850 19.83581 0.13 0.01 -0.50 0.264
H -32.10538 -5.69158 29.34670 0.11 -0.32 0.07 0.314
H -31.82221 -15.27866 10.67500 -0.29 -0.09 -0.19 0.264
H -32.05713 -15.55953 28.59223 -0.37 -0.39 -0.33 0.268
H -24.29712 -3.56750 24.11971 0.22 -0.52 -0.62 0.294
H -33.10561 -8.14231 25.05042 0.02 -0.07 -0.14 0.326
H -32.33831 -5.58741 17.06308 -0.08 -0.22 -0.05 0.290
H -26.83757 -12.58468 19.50631 -0.01 0.12 -0.25 0.371
H -24.77234 -10.44856 25.63166 0.20 0.07 -0.58 0.285
H -20.06411 -15.45389 16.79697 0.55 0.19 -0.32 0.319
```
Positions in Å, forces in eV/Å.

As for the gap between HOMO and LUMO: 0.400 hartree. Its SMILES is CCOS(C)(=O)=O.CCOS(C)(=O)=O.CCOS(C)(=O)=O.C[N+](=O)[O-].C[N+](=O)[O-].C[N+](=O)[O-].C[N+](=O)[O-].C[N+](=O)[O-].C[N+](=O)[O-].C[N+](=O)[O-]. The total energy is -107326.4687 eV. The energy relative to the best compared isomer or geometry (same formula, charge and spin) is 1.593 eV.